Formula: C24H68O30S6
Source: the Open Molecules 2025 dataset
Level of theory: wB97M-V/def2-TZVPD

Output
Multiplicity: 1
HOMO-LUMO gap, Eh: 0.3733
LUMO, eV: -0.126
Molar mass, g mol⁻¹: 1029.2

Each line ends with the Mulliken charge.
Positions of all 128 atoms, in Å:
O  3.68  -6.24  -2.39  -0.59
S  4.62  -5.36  -3.00  1.19
O  4.58  -5.05  -4.39  -0.66
O  4.53  -3.96  -2.26  -0.18
C  4.42  -3.98  -0.82  -0.82
C  3.00  -3.67  -0.41  -0.08
C  6.26  -5.89  -2.61  -0.91
H  5.12  -3.27  -0.39  0.37
H  4.70  -4.96  -0.42  0.48
H  2.99  -3.70  0.68  0.33
H  2.31  -4.46  -0.73  0.17
H  2.66  -2.72  -0.80  -0.27
H  6.99  -5.27  -3.13  0.30
H  6.40  -6.93  -2.90  0.38
H  6.40  -5.80  -1.53  0.31
O  6.16  4.92  -2.80  -0.60
S  5.46  3.97  -3.59  1.16
O  5.98  2.64  -3.74  -0.58
O  3.98  3.87  -3.01  -0.40
C  3.27  2.60  -3.15  -0.19
C  3.24  1.90  -1.81  -0.64
C  5.12  4.66  -5.18  -0.86
H  3.71  2.02  -3.96  0.22
H  2.27  2.95  -3.41  0.31
H  2.98  0.85  -1.90  0.11
H  2.51  2.39  -1.17  0.22
H  4.19  1.96  -1.27  0.27
H  6.08  4.83  -5.66  0.35
H  4.57  5.59  -5.09  0.32
H  4.54  3.92  -5.73  0.27
O  1.80  1.10  1.62  -0.65
S  0.80  0.15  2.01  1.30
O  0.57  -0.09  3.39  -0.67
O  -0.59  0.49  1.33  0.26
C  -0.59  1.02  -0.02  -0.27
C  -1.85  1.81  -0.26  -0.67
C  1.12  -1.39  1.24  -0.32
H  -0.50  0.19  -0.72  0.28
H  0.29  1.64  -0.20  -0.04
H  -1.92  2.65  0.44  0.33
H  -2.77  1.24  -0.21  -0.05
H  -1.74  2.25  -1.26  0.37
H  1.38  -1.33  0.19  -0.25
H  0.19  -1.97  1.27  0.32
H  1.88  -1.89  1.82  0.17
O  -1.79  4.21  5.76  -0.69
S  -2.45  2.96  5.58  1.37
O  -2.96  2.29  6.73  -0.67
O  -3.71  3.11  4.62  -0.39
C  -3.50  3.67  3.32  0.10
C  -4.86  4.13  2.82  -1.21
C  -1.35  1.88  4.70  -0.83
H  -3.08  2.93  2.63  0.00
H  -2.80  4.51  3.37  0.57
H  -4.69  4.56  1.84  0.14
H  -5.33  4.82  3.53  0.39
H  -5.49  3.24  2.79  0.33
H  -0.53  1.75  5.39  0.49
H  -0.99  2.44  3.84  0.28
H  -1.76  0.89  4.56  0.10
O  -4.93  2.70  -1.75  -0.69
S  -5.51  3.81  -1.08  1.30
O  -6.35  3.61  0.05  -0.64
O  -4.30  4.71  -0.57  -0.20
C  -3.41  5.31  -1.50  -0.27
C  -3.29  6.79  -1.24  -1.24
C  -6.33  4.90  -2.23  -1.01
H  -3.71  5.18  -2.55  0.49
H  -2.44  4.80  -1.50  0.18
H  -3.14  7.07  -0.19  0.32
H  -4.21  7.30  -1.52  0.25
H  -2.52  7.24  -1.86  0.41
H  -7.37  4.99  -1.94  0.40
H  -6.26  4.47  -3.22  0.33
H  -5.87  5.88  -2.20  0.24
O  -1.18  -3.27  4.95  -0.58
S  -2.37  -2.84  5.61  1.16
O  -2.35  -2.57  7.01  -0.62
O  -2.88  -1.51  4.91  -0.30
C  -2.93  -1.48  3.48  0.12
C  -3.99  -0.55  2.97  -1.06
C  -3.70  -3.95  5.26  -0.92
H  -3.14  -2.49  3.11  0.66
H  -1.95  -1.20  3.10  -0.11
H  -5.02  -0.85  3.15  0.38
H  -3.84  -0.26  1.93  0.12
H  -3.90  0.42  3.48  0.10
H  -3.69  -4.23  4.21  0.30
H  -4.63  -3.42  5.48  0.32
H  -3.59  -4.85  5.86  0.38
O  -1.30  0.56  -3.73  -0.63
H  -0.59  -0.09  -3.65  0.28
H  -0.94  1.25  -4.29  0.25
O  -3.72  0.26  -2.44  -0.58
H  -2.89  0.25  -2.94  0.36
H  -4.03  1.18  -2.51  0.36
O  2.78  2.59  4.05  -0.62
H  2.82  2.27  3.14  0.32
H  2.98  1.82  4.57  0.28
O  3.77  -1.98  3.33  -0.59
H  3.21  -2.75  3.42  0.30
H  3.76  -1.56  4.19  0.28
O  4.39  -0.81  0.52  -0.54
H  4.28  0.13  0.69  0.27
H  4.11  -1.23  1.35  0.27
O  -5.50  -0.60  -0.38  -0.61
H  -5.99  -0.98  -1.12  0.27
H  -4.74  -0.19  -0.81  0.40
C  3.83  -1.78  -4.56  -0.36
C  3.15  -0.75  -5.49  -0.29
O  2.02  -0.32  -4.72  -0.39
C  1.91  -1.06  -3.59  0.40
O  0.96  -0.97  -2.87  -0.49
O  2.89  -1.95  -3.51  0.02
H  4.75  -1.36  -4.16  0.26
H  4.07  -2.71  -5.06  0.32
H  2.89  -1.14  -6.47  0.29
H  3.82  0.10  -5.62  0.23
C  0.57  -7.13  0.04  -0.22
C  0.00  -6.97  1.46  -0.34
O  -0.52  -5.66  1.47  -0.28
C  -0.50  -5.13  0.23  0.65
O  -0.87  -4.03  -0.04  -0.47
O  0.15  -5.95  -0.62  -0.34
H  0.23  -8.04  -0.44  0.32
H  1.66  -7.20  0.01  0.19
H  0.75  -7.11  2.23  0.28
H  -0.79  -7.72  1.60  0.26


Formula: C24H70MgO24
Source: the Open Molecules 2025 dataset
Level of theory: wB97M-V/def2-TZVPD

Output
Multiplicity: 1
HOMO-LUMO gap, Eh: 0.3289
LUMO, eV: 0.254
Molar mass, g mol⁻¹: 767.1

Each line ends with the Mulliken charge.
Positions of all 119 atoms, in Å:
Mg  0.18  -1.12  0.01  1.39
O  -3.20  -2.68  1.82  -0.49
C  -4.38  -2.85  1.03  -0.56
C  -4.65  -1.59  0.12  -0.23
O  -3.49  -1.25  -0.59  -0.64
H  -5.21  -3.09  1.80  0.33
H  -4.23  -3.73  0.36  0.21
H  -4.82  -0.72  0.70  0.24
H  -5.59  -1.86  -0.45  0.37
C  -0.98  -1.38  6.78  -0.56
C  0.20  -2.00  6.13  -0.39
O  1.28  -1.03  6.11  -0.49
O  -1.35  -0.08  6.20  -0.53
H  -0.71  -1.12  7.80  0.33
H  -1.80  -2.11  6.84  0.27
H  -0.01  -2.32  5.10  0.24
H  0.51  -2.82  6.82  0.49
H  1.96  -1.34  6.69  0.30
H  -1.11  -0.18  5.30  0.37
C  3.20  1.56  -3.34  0.91
C  2.52  0.94  -4.56  -0.30
O  3.18  1.38  -5.75  -0.55
O  3.02  2.94  -3.33  -0.65
H  4.29  1.42  -3.36  0.33
H  2.78  1.07  -2.43  -0.84
H  1.47  1.22  -4.61  0.08
H  2.52  -0.18  -4.35  0.24
H  4.11  1.14  -5.81  0.35
H  2.49  3.21  -4.09  0.38
C  -1.66  0.60  -2.09  0.77
C  -1.42  1.16  -3.56  -0.74
O  -0.40  2.19  -3.56  -0.41
O  -0.37  0.24  -1.56  0.20
H  -2.24  -0.34  -2.08  0.52
H  -2.17  1.28  -1.41  -0.78
H  -2.34  1.55  -4.05  0.07
H  -1.10  0.30  -4.22  0.31
H  -0.94  2.96  -3.27  0.30
H  0.27  0.99  -1.61  -0.74
C  2.80  0.01  1.56  -0.73
C  1.69  -0.79  2.32  -0.23
O  1.21  -1.88  1.51  0.67
O  2.08  0.25  0.30  0.18
H  3.63  -0.59  1.40  0.32
H  3.04  0.93  2.14  0.45
H  0.95  -0.12  2.64  -0.53
H  2.22  -1.17  3.22  0.54
H  0.34  -3.10  2.21  -0.08
H  2.32  1.12  -0.13  -0.23
C  -1.82  4.03  -0.85  -0.97
C  -0.53  3.56  -0.30  1.58
O  -0.74  3.20  1.08  -0.43
O  -1.83  4.20  -2.27  -0.62
H  -2.13  4.98  -0.37  0.63
H  -2.61  3.37  -0.67  0.15
H  0.31  4.22  -0.49  -0.11
H  -0.20  2.63  -0.76  -0.80
H  -0.01  3.50  1.60  0.23
H  -2.40  4.95  -2.53  0.32
C  -1.85  0.20  2.35  -0.04
C  -3.07  1.03  2.19  -1.36
O  -3.63  1.04  0.85  -0.54
O  -0.90  0.27  1.27  0.80
H  -2.11  -0.86  2.40  0.55
H  -1.23  0.51  3.19  -0.01
H  -3.00  2.08  2.40  0.34
H  -3.94  0.71  2.79  0.36
H  -3.12  0.43  0.17  0.15
H  -0.99  1.18  0.91  -0.93
C  -5.26  3.13  -2.40  0.12
C  -4.65  3.40  -3.76  0.00
O  -3.95  4.68  -3.80  -0.56
O  -5.36  4.38  -1.74  -0.54
H  -4.66  2.37  -1.93  -0.14
H  -6.21  2.68  -2.58  0.56
H  -5.46  3.43  -4.52  0.33
H  -3.86  2.68  -4.04  -0.27
H  -4.72  5.26  -3.62  0.32
H  -6.00  4.17  -1.12  0.28
C  1.05  -4.88  2.72  -0.57
C  2.16  -4.57  3.66  0.07
O  3.22  -3.90  2.93  -0.57
O  0.01  -3.86  2.73  -0.60
H  0.63  -5.87  2.94  0.45
H  1.48  -5.02  1.70  0.22
H  2.70  -5.36  4.11  0.37
H  1.96  -3.92  4.56  -0.06
H  2.83  -3.73  2.08  0.04
H  -2.48  -2.81  1.16  0.04
C  2.73  4.82  0.36  -0.87
C  3.45  3.51  0.03  -0.38
O  2.67  2.63  -0.72  -0.23
O  1.64  4.73  1.24  -0.51
H  2.34  5.32  -0.60  0.25
H  3.52  5.50  0.72  0.56
H  3.62  3.00  0.99  0.26
H  4.32  3.80  -0.52  0.33
H  2.72  2.91  -1.67  0.12
H  1.97  4.85  2.12  0.30
C  0.24  -3.33  -2.28  -0.59
C  -1.08  -3.44  -1.33  -1.04
O  -1.28  -2.33  -0.46  1.73
O  0.97  -2.10  -2.05  0.28
H  -0.09  -3.29  -3.39  0.21
H  0.97  -4.15  -2.19  0.29
H  -0.99  -4.26  -0.63  0.34
H  -1.87  -3.67  -2.06  0.29
H  -2.69  -1.87  -0.39  -0.10
H  1.89  -2.37  -1.92  0.12
C  5.26  -3.42  -2.07  -0.81
C  4.65  -3.32  -0.69  -0.18
O  3.26  -2.93  -0.74  -0.50
O  4.60  -4.43  -2.84  -0.54
H  6.31  -3.57  -2.04  0.48
H  5.09  -2.51  -2.64  0.21
H  5.22  -2.51  -0.22  0.27
H  4.83  -4.23  -0.14  0.29
H  2.97  -2.53  0.08  -0.14
H  5.07  -5.28  -2.74  0.31